{
  "formula": "C37H48N2P2V",
  "method": "ωB97M-V with the def2-TZVPD basis set",
  "charge": 1,
  "gap_ev": [6.5003, 6.2589],
  "multiplicity": 3,
  "e_tot_ev": -86388.893,
  "lumo_ev": [-2.98, -3.26],
  "symbols": ["V", "C", "C", "C", "P", "C", "C", "C", "C", "C", "C", "C", "C", "C", "C", "N", "C", "C", "C", "C", "C", "C", "C", "P", "C", "C", "C", "C", "C", "C", "H", "H", "H", "H", "H", "H", "H", "H", "H", "H", "H", "H", "H", "H", "H", "H", "H", "H", "H", "H", "H", "H", "H", "H", "H", "H", "H", "H", "H", "H", "H", "H", "H", "H", "H", "H", "H", "H", "H", "H", "C", "C", "C", "C", "N", "C", "C", "C", "C", "C", "C", "C", "H", "H", "H", "H", "H", "H", "H", "H"],
  "positions_angstrom": [[-9.283413, 1.010851, 15.089213], [-8.262909, 4.331799, 19.074026], [-8.563024, 3.785956, 17.681102], [-7.237444, 3.814827, 16.906367], [-9.246386, 2.057863, 17.397374], [-8.845736, 1.139609, 18.986189], [-9.643341, 1.586306, 20.233631], [-8.999211, -0.358522, 18.769954], [-11.044800, 2.376063, 17.387380], [-11.656734, 3.089532, 18.424874], [-13.059080, 3.070946, 18.556895], [-13.741816, 3.919126, 19.581872], [-13.797796, 2.262382, 17.693946], [-13.204057, 1.694332, 16.573930], [-11.825861, 1.846434, 16.337252], [-11.248513, 1.461890, 15.136237], [-11.978951, 1.579887, 13.954406], [-13.002064, 2.497921, 13.705657], [-13.674853, 2.499505, 12.463134], [-13.379825, 1.585122, 11.448927], [-14.171344, 1.503604, 10.192562], [-12.302660, 0.720144, 11.657848], [-11.615789, 0.717309, 12.882090], [-10.192382, -0.328648, 13.056105], [-10.823174, -2.071437, 13.248269], [-11.517774, -2.262430, 14.587242], [-11.715722, -2.573291, 12.125680], [-9.139248, -0.292197, 11.510611], [-9.371390, 0.965005, 10.635986], [-9.072132, -1.543990, 10.614292], [-7.746150, 5.310592, 18.951269], [-7.578413, 3.700177, 19.659266], [-9.175780, 4.536744, 19.680440], [-9.331776, 4.431682, 17.197605], [-6.475820, 3.266344, 17.451678], [-6.855884, 4.863964, 16.787994], [-7.302406, 3.381120, 15.905091], [-7.779501, 1.390833, 19.163752], [-10.563805, 0.991200, 20.312700], [-9.909585, 2.642775, 20.277132], [-9.061818, 1.386026, 21.174075], [-9.960793, -0.592937, 18.257896], [-8.992606, -0.907239, 19.723306], [-8.176231, -0.773377, 18.184752], [-11.075437, 3.760895, 19.059648], [-13.067720, 4.481150, 20.258684], [-14.479160, 3.340560, 20.157036], [-14.344497, 4.683706, 19.036776], [-14.858446, 2.131923, 17.875785], [-13.800206, 1.140494, 15.850883], [-13.219310, 3.272777, 14.453347], [-14.511595, 3.176766, 12.277282], [-15.174357, 1.960796, 10.334218], [-14.320755, 0.432844, 9.873782], [-13.647507, 1.983134, 9.301704], [-12.021779, 0.005783, 10.906184], [-9.860082, -2.615917, 13.278481], [-12.346263, -1.543332, 14.742259], [-10.826410, -2.134098, 15.439219], [-11.930984, -3.283003, 14.662149], [-12.761472, -2.171690, 12.270592], [-11.773926, -3.678062, 12.224110], [-11.370490, -2.309981, 11.126998], [-8.142977, -0.151334, 11.980287], [-10.174024, 0.801257, 9.898967], [-8.432089, 1.257903, 10.110821], [-9.687511, 1.824381, 11.249953], [-9.906551, -1.599429, 9.915234], [-9.045445, -2.507808, 11.142908], [-8.145740, -1.516794, 9.969437], [-6.711762, 3.606493, 12.852200], [-5.443410, 3.026179, 13.008837], [-5.395648, 1.832897, 13.728182], [-6.569278, 1.280612, 14.259373], [-7.809977, 1.851460, 14.085165], [-7.823568, 2.985380, 13.394433], [-6.608639, 0.003317, 14.955027], [-5.434640, -0.745957, 15.132431], [-5.546940, -2.064535, 15.555086], [-6.813517, -2.580016, 15.877839], [-7.953648, -1.772659, 15.776726], [-7.895837, -0.454483, 15.329683], [-6.839401, 4.536256, 12.298511], [-4.531249, 3.483188, 12.661625], [-4.455090, 1.306598, 13.832322], [-8.775647, 3.478696, 13.292539], [-4.480762, -0.312638, 14.874253], [-4.667452, -2.688030, 15.606528], [-6.954336, -3.588240, 16.266417], [-8.900854, -2.182999, 16.097920]],
  "forces_ev_per_a": [[-1.72, -1.14, 0.23], [-0.47, 0.61, 0.66], [0.32, -0.03, -0.83], [0.28, 1.20, -0.52], [-0.65, 1.15, 0.94], [0.13, 0.43, 0.21], [0.21, -0.33, 0.71], [-0.17, -0.60, -0.10], [0.24, -0.02, 0.14], [-1.27, -0.03, -0.44], [1.20, 0.13, 0.28], [-0.83, 0.85, -0.10], [0.33, -0.03, -0.31], [-0.03, 0.10, 0.20], [-0.58, 0.03, 0.97], [1.55, -0.13, -0.14], [-0.03, -0.77, -1.15], [-0.20, 0.58, -0.56], [0.09, -0.33, 0.49], [0.59, -0.18, 0.43], [-0.38, -0.27, -1.62], [-0.47, 0.66, 1.25], [-0.85, 0.29, -0.98], [0.31, -0.10, 0.70], [0.88, 0.34, 0.19], [-0.15, 0.14, 0.84], [-1.11, -0.18, 0.26], [0.56, 0.28, -0.24], [0.19, 0.34, 0.16], [0.88, -0.30, -0.46], [-0.34, -0.58, 0.03], [-0.29, 0.05, -0.21], [0.71, -0.21, -0.40], [0.59, -0.33, 0.17], [0.17, -0.17, 0.13], [-0.33, -0.83, 0.16], [-0.04, 0.14, 0.21], [-0.40, -0.17, -0.23], [0.13, 0.29, -0.10], [0.11, -0.27, -0.12], [-0.32, 0.00, -0.93], [0.51, 0.10, 0.32], [-0.10, 0.27, -0.16], [-0.17, 0.11, -0.12], [-0.17, -0.49, -0.03], [-0.27, -0.57, -0.36], [0.35, 0.14, 0.05], [0.35, -0.35, 0.43], [-0.01, 0.02, -0.11], [0.06, 0.17, 0.16], [-0.13, -0.51, -0.34], [0.33, 0.01, 0.27], [0.66, -0.23, -0.31], [0.05, 0.99, 0.43], [-0.68, -0.32, 1.15], [0.03, -0.13, -0.29], [-0.40, -0.12, -0.11], [0.30, -0.33, -0.22], [-0.28, -0.01, -0.37], [0.11, 0.39, -0.08], [1.05, -0.36, -0.23], [-0.05, 0.59, -0.25], [-0.13, -0.15, 0.15], [-0.34, -0.24, -0.25], [0.41, 0.04, 0.21], [-0.68, -0.35, 0.26], [0.17, -0.21, -0.23], [-0.06, 0.16, 0.04], [0.07, 0.40, 0.04], [-0.84, 0.15, 0.72], [0.46, 0.10, -0.26], [-1.03, -0.55, 0.85], [-0.37, 0.49, -0.39], [-0.22, -0.11, -0.17], [2.56, 0.63, -0.67], [-0.09, 1.05, -0.51], [0.08, -0.21, 0.22], [-0.88, -0.48, -0.12], [-0.39, 0.08, 0.10], [-0.22, 0.44, 0.03], [0.51, -0.20, 0.27], [0.73, -0.67, -0.08], [-0.02, -0.26, 0.21], [-0.02, 0.09, -0.26], [-0.17, 0.13, 0.13], [-0.35, 0.00, -0.08], [0.13, -0.22, 0.06], [0.05, -0.06, 0.17], [0.31, 0.13, -0.24], [-0.04, -0.14, 0.01]],
  "lowdin_charge": [0.739, -0.115, -0.514, -0.137, 1.095, -0.506, -0.106, -0.127, -0.294, -0.051, -0.276, -0.057, -0.025, -0.024, -0.313, -0.107, -0.308, -0.014, -0.014, -0.290, -0.064, -0.060, -0.317, 1.089, -0.537, -0.113, -0.109, -0.496, -0.111, -0.114, 0.094, 0.084, 0.072, 0.121, 0.082, 0.101, 0.026, 0.111, 0.088, 0.034, 0.103, 0.089, 0.090, 0.056, 0.093, 0.085, 0.085, 0.094, 0.121, 0.121, 0.124, 0.118, 0.085, 0.093, 0.103, 0.100, 0.106, 0.085, 0.052, 0.092, 0.104, 0.098, 0.043, 0.088, 0.076, 0.094, 0.062, 0.066, 0.072, 0.103, -0.034, -0.008, 0.019, -0.205, -0.054, -0.132, -0.209, -0.018, -0.059, -0.057, -0.135, -0.215, 0.119, 0.118, 0.111, 0.127, 0.100, 0.105, 0.111, 0.077]
}